Entry from the OMol25 dataset: a cluster of 12 separate species, C102H134F6N19O14S6 in total (the ωB97M-V functional and the def2-TZVPD basis).

Atoms and positions in Å:
C -7.9049 1.6045 1.7328
C -6.8309 0.5065 1.3920
C -6.0355 0.2473 2.7145
C -6.6417 -0.6696 3.7593
C -6.7499 -1.9936 3.0379
C -7.7825 -1.9612 1.8273
N -7.3450 -0.8069 0.9515
O -8.0272 -0.7238 -0.2987
C -9.2287 -1.8125 2.3270
C -7.5300 -3.2970 1.1530
C -5.7354 1.1107 0.3432
H -8.1564 1.5908 2.7933
H -8.8523 1.3602 1.2525
H -7.5838 2.5996 1.4249
H -5.8584 1.1838 3.2434
H -5.1131 -0.2420 2.4017
H -7.5963 -0.2806 4.1136
H -5.9995 -0.7386 4.6374
H -7.1465 -2.7145 3.7528
H -5.8140 -2.4717 2.7488
H -9.5228 -2.4608 3.1524
H -9.9590 -2.0602 1.5567
H -9.3768 -0.8396 2.7956
H -7.8155 -4.0693 1.8673
H -6.4849 -3.3731 0.8528
H -8.1603 -3.5475 0.2998
H -4.9965 0.3319 0.1542
H -5.1423 1.9665 0.6657
H -6.2365 1.3151 -0.6029
C -1.8693 1.1658 -0.4462
C -0.3632 0.8063 -0.7149
C 0.3752 1.9600 -0.1113
C 1.8419 1.6990 -0.1912
C 2.1647 0.5561 0.7803
C 1.3941 -0.7290 0.4527
N 0.0209 -0.4638 -0.0083
O -0.7352 -1.5911 -0.4551
C 1.5324 -1.6909 1.7054
C 2.1321 -1.4274 -0.6581
C -0.1444 0.6244 -2.2227
H -2.6388 0.4434 -0.7185
H -2.2299 2.0549 -0.9634
H -2.0523 1.3322 0.6153
H 0.1241 1.9883 0.9490
H 0.0954 2.9458 -0.4828
H 2.4244 2.5766 0.0894
H 2.0458 1.3796 -1.2132
H 1.9759 0.7904 1.8279
H 3.2168 0.3420 0.5922
H 0.9447 -1.2916 2.5320
H 2.5631 -1.8722 2.0101
H 1.2089 -2.6861 1.4004
H 1.6171 -2.2674 -1.1243
H 3.0420 -1.8776 -0.2614
H 2.4764 -0.7978 -1.4785
H 0.8710 0.4938 -2.5969
H -0.5282 1.4897 -2.7632
H -0.7782 -0.1860 -2.5829
C -0.9297 3.6367 2.8440
N -1.4438 4.3783 4.0426
C -2.7654 4.5218 4.2776
C -3.1246 5.0937 5.4531
C -2.2087 5.7291 6.3258
C -0.8572 5.6316 5.9348
C -0.4824 4.9023 4.8205
C -2.6384 6.3066 7.6648
C -3.5099 7.4337 7.6884
C -3.8715 7.9771 8.9108
N -3.4265 7.4759 10.0791
C -2.5050 6.4973 10.0886
C -1.9863 5.9497 8.8765
C -3.8634 8.0467 11.3961
H -1.6942 3.1938 2.2057
H -0.3037 2.7942 3.1379
H -0.3253 4.3129 2.2394
H -3.5432 4.2032 3.5994
H -4.1900 5.2077 5.5886
H -0.0942 6.1537 6.4930
H 0.5226 4.8036 4.4375
H -4.1157 7.8144 6.8794
H -4.6244 8.7435 9.0211
H -2.2198 6.2590 11.1026
H -1.2116 5.2060 8.7616
H -3.5110 7.4196 12.2151
H -4.9516 8.0045 11.4414
H -3.5055 9.0603 11.5767
C 12.9460 -5.8063 5.4497
N 11.6126 -5.2611 5.4584
C 10.4859 -5.8299 4.9104
C 9.3432 -5.0565 4.7265
C 9.2366 -3.7339 5.1241
C 10.3123 -3.2788 5.8940
C 11.5130 -4.0125 5.9789
C 8.0141 -2.9616 4.8636
C 7.9325 -1.6551 4.2576
C 6.6906 -1.1331 3.9330
N 5.5421 -1.8104 4.2098
C 5.5873 -2.9967 4.8308
C 6.8209 -3.5680 5.1072
C 4.2870 -1.1041 3.9678
H 13.6234 -5.0769 5.0056
H 12.9952 -6.7127 4.8463
H 13.3098 -6.0295 6.4527
H 10.4797 -6.7997 4.4350
H 8.5069 -5.5273 4.2312
H 10.2823 -2.2553 6.2377
H 12.3997 -3.6709 6.4922
H 8.8189 -1.1085 3.9712
H 6.4935 -0.1646 3.4977
H 4.6497 -3.5204 4.9454
H 6.8386 -4.5373 5.5832
H 4.1990 -0.2612 4.6532
H 3.4761 -1.7887 4.2167
H 4.1998 -0.7747 2.9324
C 0.3797 -2.9402 -4.0712
N 0.6357 -4.0015 -3.0644
C 1.9108 -4.4167 -2.8506
C 2.1404 -5.4754 -1.9991
C 1.0487 -6.0686 -1.3274
C -0.2315 -5.6343 -1.6219
C -0.4364 -4.5487 -2.4069
C 1.2423 -7.2580 -0.4370
C 0.4181 -7.4469 0.6691
C 0.5885 -8.4572 1.6406
N 1.6921 -9.2790 1.4561
C 2.4692 -9.1867 0.2523
C 2.2070 -8.2124 -0.7076
C 1.9601 -10.2414 2.5447
H -0.4135 -2.2581 -3.7650
H 0.1626 -3.4774 -4.9944
H 1.2621 -2.3026 -4.1240
H 2.7038 -3.9173 -3.3874
H 3.1375 -5.8402 -1.8012
H -1.0905 -6.0992 -1.1611
H -1.3971 -4.2702 -2.8143
H -0.4228 -6.7987 0.8667
H 0.0278 -8.5064 2.5623
H 3.1885 -9.9843 0.1397
H 2.8446 -8.2657 -1.5777
H 2.9147 -10.7158 2.3170
H 1.1546 -10.9460 2.7518
H 2.0431 -9.7409 3.5094
C -2.7317 -0.4790 2.4626
N -2.6621 -1.7655 3.2211
C -3.3562 -1.7862 4.4004
C -3.2270 -2.8649 5.2584
C -2.4245 -3.9684 4.8963
C -1.7595 -3.9052 3.6209
C -1.8632 -2.7957 2.7953
C -2.1609 -5.0725 5.8437
C -0.8696 -5.4156 6.2718
C -0.6297 -6.6834 6.8791
N -1.6830 -7.3625 7.3454
C -2.9759 -7.0447 6.9514
C -3.2164 -5.9083 6.2226
C -1.3990 -8.4521 8.2485
H -1.7229 -0.2319 2.1320
H -3.0958 0.3288 3.0975
H -3.2170 -0.7126 1.5150
H -3.8994 -0.9273 4.7659
H -3.7663 -2.7459 6.1865
H -1.0633 -4.6867 3.3547
H -1.3715 -2.6600 1.8433
H -0.1483 -4.7348 5.8444
H 0.3816 -7.0026 7.0836
H -3.6907 -7.8292 7.1516
H -4.1727 -5.5549 5.8663
H -2.3203 -8.8056 8.7116
H -0.6667 -8.1518 8.9979
H -0.9967 -9.2637 7.6422
C -5.9637 2.2344 -10.1234
N -5.4761 1.6560 -8.8885
C -4.2831 1.8969 -8.3631
C -4.0474 1.2941 -7.1399
C -4.9850 0.4958 -6.4052
C -6.1904 0.2798 -7.0855
C -6.3838 0.8172 -8.3433
C -4.7689 -0.1255 -5.0181
C -5.8639 -0.2127 -4.1412
C -5.7165 -0.9462 -2.9606
N -4.5303 -1.4904 -2.6314
C -3.4498 -1.2998 -3.4274
C -3.4791 -0.5987 -4.6407
C -4.4126 -2.3172 -1.3327
H -5.6007 1.7470 -11.0283
H -5.4002 3.1671 -10.0981
H -6.9597 2.6493 -9.9687
H -3.6059 2.5854 -8.8464
H -3.1259 1.5228 -6.6251
H -7.0416 -0.3090 -6.7770
H -7.3124 0.7723 -8.8929
H -6.7764 0.2846 -4.4351
H -6.4328 -1.0384 -2.1577
H -2.5272 -1.7520 -3.0947
H -2.6686 -0.5615 -5.3535
H -4.7187 -3.3226 -1.6218
H -5.0619 -1.8601 -0.5860
H -3.3628 -2.3457 -1.0411
C 4.2298 0.8706 -3.8287
N 4.5338 0.2266 -5.1261
C 4.0159 0.7426 -6.2031
C 4.4269 0.3574 -7.4887
C 5.5753 -0.4384 -7.6623
C 6.0592 -1.0520 -6.5190
C 5.5497 -0.7150 -5.2591
C 6.1356 -0.7301 -8.9917
C 5.2574 -1.0105 -10.0448
C 5.6660 -1.3338 -11.3223
N 6.9945 -1.3595 -11.5387
C 7.8890 -1.0924 -10.5510
C 7.5091 -0.7123 -9.2805
C 7.4544 -1.9232 -12.8449
H 4.8787 1.7426 -3.7466
H 4.4696 0.2791 -2.9451
H 3.1713 1.1297 -3.8494
H 3.2201 1.4322 -5.9630
H 3.8877 0.8750 -8.2683
H 6.8807 -1.7530 -6.5341
H 5.8427 -1.1536 -4.3166
H 4.2094 -1.1724 -9.8402
H 5.0181 -1.6646 -12.1205
H 8.9103 -1.3000 -10.8341
H 8.3055 -0.6299 -8.5557
H 6.5898 -2.0252 -13.5008
H 7.9259 -2.8779 -12.6120
H 8.2703 -1.2797 -13.1740
C -2.7396 8.3790 -9.2124
N -1.8206 7.9707 -8.1243
C -1.9687 6.7429 -7.6179
C -1.1840 6.3137 -6.5139
C -0.2276 7.1976 -5.9359
C -0.0543 8.5161 -6.5036
C -0.8565 8.8228 -7.6665
C 0.5043 6.7791 -4.7265
C -0.0597 6.0536 -3.6446
C 0.6635 5.6946 -2.4878
N 1.9483 6.1008 -2.4337
C 2.6294 6.7689 -3.4121
C 1.8976 7.0827 -4.6096
C 2.6263 5.6779 -1.2421
H -3.4583 7.5987 -9.4630
H -2.0355 8.5492 -10.0268
H -3.2577 9.3065 -8.9685
H -2.6956 6.1025 -8.0953
H -1.3211 5.3160 -6.1238
H 0.6170 9.1880 -5.9894
H -0.9036 9.7771 -8.1699
H -1.1369 5.9889 -3.6868
H 0.2285 5.2272 -1.6167
H 3.6997 6.8761 -3.3161
H 2.4341 7.5509 -5.4217
H 3.7021 5.6770 -1.4175
H 2.3892 4.6637 -0.9208
H 2.3671 6.4300 -0.4970
N 7.1177 3.3625 1.6251
S 5.8530 2.6577 1.4356
O 4.7049 3.5173 1.3257
O 5.6802 1.3181 2.0245
F 6.1586 2.3684 -0.1087
S 7.0617 3.3364 3.2492
O 7.8519 2.2434 3.8380
O 5.9483 3.9197 3.9897
F 8.1624 4.4536 3.5764
N 0.2780 1.5792 6.3141
S -1.1942 1.5805 6.7011
O -1.5964 0.7675 7.8193
O -2.2006 1.8189 5.6963
F -1.1621 3.0117 7.4941
S 0.2272 0.0233 5.7213
O -0.5999 -0.2706 4.5536
O 0.4462 -0.9950 6.7455
F 1.6773 0.0747 4.9409
N -3.3746 5.1684 -4.7042
S -4.5547 5.0284 -5.4938
O -5.8039 4.8860 -4.7508
O -4.4711 4.3947 -6.8125
F -4.6105 6.5389 -5.8694
S -3.2409 3.5833 -4.2776
O -2.2540 2.9182 -5.1151
O -4.3293 2.8077 -3.6288
F -2.2410 3.8272 -3.0306

Forces on atoms 1 to 2 (eV/Å):
C -0.420 -1.238 -0.526
C 1.402 1.428 1.416

The total charge is +8. Its gap between HOMO and LUMO (spin up / spin down) is 3.43 / 2.91 eV. As for the spin multiplicity: 2. For the molar mass, the calculation gives 2156.70 g/mol.

Atom charges from the Mulliken analysis, given in e for atoms 1 to 8:
1 C -1.54
2 C 1.61
3 C -0.16
4 C -1.02
5 C -1.36
6 C 1.24
7 N 1.13
8 O -0.63